60
Properties=species:S:1:pos:R:3:forces:R:3 method="wB97M-V/def2-TZVPD" e_homo_ev=-10.64 orbital_gap_ev=10.5 smiles="O=C1OCCO1.O=C1OCCO1.O=C1OCCO1.O=C1OCCO1.O=C1OCCO1.O=C1OCCO1" spin_multiplicity=1 molar_mass_g_mol=528.37 de_lowest_kcal_mol=30.51 total_charge=0
C -17.094898 3.543955 1.691691 0.37 1.26 -2.91
C -15.879455 4.403591 1.220505 0.71 0.40 0.13
O -14.815053 3.450347 1.119451 -0.34 -0.41 0.52
C -15.228869 2.266024 1.639056 1.79 0.24 0.11
O -14.492290 1.339654 1.809348 -0.26 0.00 -0.13
O -16.498197 2.300126 1.976612 -1.36 -0.29 1.05
H -17.702651 3.418811 0.788010 -0.23 -0.26 0.24
H -17.744139 4.029272 2.412004 0.48 -0.55 0.80
H -15.588262 5.201367 1.912706 -0.04 -0.34 0.24
H -15.866641 4.870135 0.230952 -0.96 -0.14 0.10
C -4.995383 6.035483 0.305316 -0.55 -0.43 -0.42
C -5.537567 4.704370 0.794285 -1.82 1.03 0.57
O -5.119029 3.750004 -0.162940 -0.16 0.64 0.19
C -4.157294 4.334710 -0.911186 3.05 -1.97 0.57
O -3.374874 3.692167 -1.564456 -1.40 0.90 -0.26
O -3.933156 5.610368 -0.558098 -0.54 0.93 0.00
H -4.706721 6.691354 1.121276 0.62 -0.04 -0.20
H -5.773154 6.540341 -0.272186 0.29 0.20 -0.21
H -6.627858 4.780233 0.768142 0.01 -0.41 0.12
H -5.283365 4.544725 1.842217 0.54 -0.85 -0.28
C -11.108615 1.944227 3.016685 -2.12 0.36 0.84
C -11.389620 2.839743 1.859499 -0.72 -1.59 -2.15
O -10.200542 2.590172 1.083146 1.56 1.28 1.39
C -9.189854 2.421911 2.019102 -0.81 -0.64 -1.57
O -8.042956 2.442791 1.724865 0.64 0.30 0.31
O -9.710832 2.102664 3.217752 0.08 0.12 0.17
H -11.420392 0.913200 2.845304 0.55 -0.09 -0.27
H -11.754587 2.276053 3.836595 0.79 0.00 0.49
H -11.618225 3.880163 2.102275 0.55 0.01 -0.12
H -12.117065 2.426453 1.154802 -0.67 0.34 0.77
C -8.189564 4.817958 -1.593256 -1.75 -0.14 0.27
C -7.861362 3.321164 -1.789931 0.49 -0.05 -0.16
O -8.440492 3.001415 -3.060254 -0.34 -0.21 -0.25
C -8.937206 4.097350 -3.647463 0.70 0.36 -0.61
O -9.283065 4.219470 -4.781072 -0.35 -0.58 0.22
O -8.879497 5.130440 -2.803854 0.10 1.14 0.28
H -7.475865 5.613721 -1.381887 0.73 -0.59 -0.47
H -8.942602 4.955125 -0.808100 0.13 -0.33 0.13
H -8.338524 2.690254 -1.044071 0.18 0.11 0.13
H -6.808479 3.071077 -1.905445 0.02 0.18 0.43
C -13.026217 6.331488 5.547354 0.51 -0.20 0.29
C -12.395893 5.651232 4.334189 0.25 1.46 -0.41
O -13.414474 4.783567 3.865743 0.32 -0.18 0.38
C -14.228297 4.531192 4.911381 -1.53 -0.41 0.02
O -15.134018 3.754859 4.878139 0.46 0.06 -0.07
O -13.970324 5.328198 5.966716 0.54 0.46 -0.05
H -13.517908 7.291121 5.380421 -0.33 -0.27 -0.45
H -12.277729 6.549342 6.309352 -0.15 -0.46 0.24
H -11.473737 5.124214 4.587262 -0.19 -0.24 -0.01
H -12.192109 6.384364 3.551164 0.14 -0.19 -0.01
C -12.520845 -2.105463 0.019559 0.61 -0.87 0.70
C -11.529076 -1.028403 0.386562 -0.49 0.51 -0.40
O -12.197156 0.151113 -0.069758 0.09 0.72 0.39
C -13.282758 -0.140541 -0.825628 1.22 -0.80 0.59
O -13.987499 0.664054 -1.319360 -0.43 -0.01 -0.32
O -13.351078 -1.502076 -0.936929 -0.85 0.22 -0.63
H -13.102343 -2.458449 0.873235 -0.18 0.21 -0.03
H -11.957407 -2.963204 -0.350443 -0.47 -0.03 -0.51
H -10.610520 -1.125542 -0.188724 0.21 0.05 0.28
H -11.378630 -0.965801 1.460388 0.29 0.10 -0.05